Formula: C48H60FN5O6S2SeTc
Source: the Open Molecules 2025 dataset
Level of theory: ωB97M-V with the def2-TZVPD basis set

net charge	+1
energy relative to the best compared isomer or geometry (same formula, charge and spin)	25.3	kcal per mole
Kohn-Sham gap	6.03	eV
E_LUMO	-4.41	eV
E	-5968.64465	Eh

Geometry (Å):
Tc: 0.164 -0.831 0.466
C: 0.378 3.015 -6.322
C: 0.890 1.583 -6.112
C: 2.411 1.583 -6.267
C: 0.291 0.659 -7.181
C: 0.460 1.101 -4.729
C: 1.364 0.732 -3.741
C: 0.900 0.346 -2.498
Se: 2.184 -0.160 -1.167
C: 2.407 1.496 -0.236
C: 3.347 2.402 -0.668
C: 3.499 3.619 0.000
C: 2.693 3.839 1.106
C: 1.741 2.934 1.593
C: 1.599 1.735 0.886
O: 0.671 0.830 1.269
C: 0.930 3.378 2.824
C: 1.906 3.766 3.947
C: -0.036 2.341 3.410
C: 0.096 4.605 2.424
C: 4.521 4.633 -0.507
C: 5.923 4.014 -0.419
C: 4.204 4.980 -1.969
C: 4.507 5.924 0.311
C: -0.462 0.293 -2.180
O: -0.873 -0.041 -0.932
C: -1.400 0.640 -3.168
C: -0.889 1.032 -4.404
C: -2.934 0.659 -3.029
C: -3.488 0.152 -1.695
C: -3.541 -0.227 -4.131
C: -3.419 2.106 -3.203
H: 0.695 3.385 -7.299
H: -0.711 3.063 -6.283
H: 0.775 3.685 -5.557
H: 2.672 1.926 -7.268
H: 2.889 2.256 -5.552
H: 2.831 0.583 -6.141
H: 0.606 0.983 -8.174
H: 0.622 -0.370 -7.036
H: -0.800 0.669 -7.159
H: 2.429 0.743 -3.923
H: 3.953 2.167 -1.534
H: 2.795 4.778 1.629
H: 2.551 2.924 4.208
H: 2.546 4.604 3.673
H: 1.347 4.056 4.838
H: 0.477 1.430 3.722
H: -0.506 2.779 4.293
H: -0.822 2.063 2.710
H: 0.723 5.429 2.081
H: -0.600 4.352 1.623
H: -0.483 4.957 3.281
H: 6.003 3.108 -1.023
H: 6.670 4.723 -0.780
H: 6.169 3.757 0.613
H: 4.295 4.111 -2.622
H: 3.189 5.370 -2.063
H: 4.897 5.741 -2.330
H: 4.775 5.747 1.354
H: 5.238 6.619 -0.102
H: 3.531 6.413 0.279
H: -1.603 1.309 -5.168
H: -3.246 -0.900 -1.540
H: -3.115 0.728 -0.851
H: -4.576 0.243 -1.724
H: -3.119 -1.233 -4.099
H: -4.619 -0.306 -3.987
H: -3.372 0.175 -5.130
H: -3.066 2.733 -2.381
H: -3.067 2.547 -4.136
H: -4.510 2.133 -3.208
F: -3.922 -5.733 -4.004
C: -3.999 -5.324 -2.737
C: -3.043 -4.568 -2.197
N: -3.105 -4.141 -0.883
C: -2.114 -3.244 -0.323
C: -0.690 -3.528 -0.753
O: -0.341 -4.550 -1.278
O: 0.167 -2.542 -0.495
C: -4.184 -4.443 -0.074
O: -4.300 -4.020 1.059
N: -5.132 -5.249 -0.663
C: -5.165 -5.747 -1.969
O: -6.076 -6.431 -2.363
H: -2.171 -4.284 -2.765
H: -2.156 -3.353 0.764
H: -2.355 -2.208 -0.560
H: -5.915 -5.500 -0.076
S: -0.128 -4.255 2.857
C: -0.620 -4.765 4.350
N: 0.102 -5.507 5.198
C: -0.416 -5.706 6.543
C: -1.930 -5.581 6.416
S: -2.189 -4.417 5.041
H: 1.025 -5.798 4.921
H: -0.020 -4.943 7.219
H: -0.124 -6.686 6.916
H: -2.384 -5.182 7.319
H: -2.399 -6.530 6.163
C: 4.053 -1.869 4.322
N: 3.251 -2.053 3.122
C: 3.449 -3.002 2.147
C: 2.470 -2.821 1.225
N: 1.680 -1.770 1.634
C: 2.181 -1.331 2.775
H: 5.107 -1.855 4.057
H: 3.866 -2.676 5.028
H: 3.789 -0.920 4.781
H: 4.250 -3.717 2.195
H: 2.259 -3.368 0.324
H: 1.796 -0.503 3.347
C: -1.144 -1.040 1.600
C: -2.217 -1.092 2.512
C: -1.982 -1.273 3.881
C: -3.046 -1.214 4.758
C: -4.331 -0.984 4.276
C: -4.569 -0.827 2.916
C: -3.517 -0.878 2.024
H: -0.978 -1.475 4.229
H: -2.880 -1.357 5.817
H: -5.159 -0.932 4.971
H: -5.575 -0.668 2.554
H: -3.678 -0.755 0.962



Formula: H10O5
Source: the Open Molecules 2025 dataset
Level of theory: ωB97M-V with the def2-TZVPD basis set

energy relative to the best compared isomer or geometry (same formula, charge and spin)	54.7	kcal per mole
Kohn-Sham gap	10.15	eV
E_LUMO	-0.14	eV
E	-382.13706	Eh

Geometry (Å):
O: 0.706 -2.212 2.364
H: 1.003 -2.162 3.299
H: 0.483 -1.326 2.094
O: 0.974 2.718 -2.879
H: 1.779 2.203 -2.657
H: 0.508 2.693 -3.663
O: -0.288 0.386 -0.730
H: 0.113 0.092 0.118
H: 0.209 1.194 -0.882
O: -0.026 0.302 1.848
H: -0.625 0.495 2.535
H: 0.699 0.925 2.292
O: -1.766 -2.032 -1.468
H: -1.101 -1.308 -1.374
H: -2.664 -1.973 -0.895



Formula: C48H96O24S6
Source: the Open Molecules 2025 dataset
Level of theory: ωB97M-V with the def2-TZVPD basis set

energy relative to the best compared isomer or geometry (same formula, charge and spin)	41.6	kcal per mole
Kohn-Sham gap	9.74	eV
E_LUMO	0.11	eV
E	-6081.30237	Eh

Geometry (Å):
O: 2.447 20.740 23.626
C: 3.261 20.316 24.395
O: 3.874 20.909 25.442
C: 3.461 22.209 25.788
C: 2.399 22.115 26.821
C: 3.682 18.866 24.165
H: 3.225 22.862 24.947
H: 4.367 22.694 26.150
H: 2.083 23.104 27.152
H: 2.737 21.574 27.704
H: 1.478 21.639 26.482
H: 3.141 18.328 23.386
H: 3.449 18.340 25.091
H: 4.762 18.841 24.027
O: 6.756 15.831 26.738
C: 5.774 16.144 26.073
O: 4.908 17.081 26.441
C: 5.204 17.938 27.628
C: 6.022 19.006 27.101
C: 5.472 15.492 24.750
H: 5.614 17.404 28.485
H: 4.290 18.436 27.950
H: 6.172 19.774 27.860
H: 5.607 19.448 26.195
H: 7.052 18.692 26.932
H: 5.409 14.412 24.879
H: 6.356 15.742 24.163
H: 4.545 15.780 24.255
O: 3.785 7.971 22.386
C: 2.861 8.600 21.783
O: 1.521 8.347 21.770
C: 1.040 7.309 22.650
C: 0.734 7.759 24.091
C: 3.240 9.755 20.879
H: 1.623 6.393 22.562
H: 0.104 7.052 22.155
H: 0.221 6.983 24.660
H: 0.103 8.640 23.975
H: 1.610 8.154 24.607
H: 2.353 10.319 20.590
H: 3.721 9.379 19.975
H: 3.831 10.505 21.404
O: -2.734 13.969 15.854
C: -1.975 14.129 16.809
O: -0.619 14.070 16.809
C: 0.085 13.562 15.678
C: 1.586 13.485 16.006
C: -2.491 14.500 18.203
H: -0.169 14.233 14.858
H: -0.277 12.569 15.414
H: 1.733 13.122 17.023
H: 2.105 14.443 15.970
H: 2.002 12.802 15.265
H: -3.580 14.463 18.242
H: -2.248 15.548 18.376
H: -2.076 13.847 18.970
O: -0.076 12.619 25.157
C: 1.132 12.450 24.961
O: 2.108 12.826 25.824
C: 1.812 13.499 27.026
C: 1.540 15.007 26.855
C: 1.810 11.712 23.823
H: 2.723 13.471 27.625
H: 0.965 13.010 27.507
H: 1.462 15.462 27.843
H: 0.624 15.229 26.308
H: 2.315 15.552 26.317
H: 1.101 11.086 23.281
H: 2.672 11.199 24.250
H: 2.209 12.450 23.127
O: -4.827 13.390 25.377
C: -4.811 14.322 24.590
O: -3.892 14.604 23.728
C: -2.711 13.775 23.635
C: -2.401 13.205 22.242
C: -5.957 15.351 24.604
H: -2.686 12.942 24.337
H: -1.843 14.414 23.802
H: -3.141 12.515 21.837
H: -1.505 12.583 22.245
H: -2.237 13.961 21.474
H: -5.854 15.698 25.632
H: -6.894 14.806 24.490
H: -5.845 16.173 23.896
C: 5.696 13.474 17.386
C: 4.869 12.107 17.492
C: 5.737 11.167 18.331
S: 7.560 11.563 17.791
O: 7.923 10.535 16.819
O: 8.354 11.892 19.001
C: 7.065 13.102 16.798
H: 5.790 13.947 18.364
H: 5.170 14.097 16.662
H: 4.462 11.744 16.548
H: 3.953 12.165 18.079
H: 5.591 10.088 18.365
H: 5.673 11.504 19.365
H: 7.031 12.770 15.760
H: 7.811 13.897 16.816
C: -0.750 19.429 19.084
C: -0.811 17.980 18.699
C: -0.209 17.839 17.274
S: 1.046 19.206 17.103
O: 0.783 19.980 15.845
O: 2.348 18.529 17.241
C: 0.586 20.042 18.709
H: -0.966 19.476 20.152
H: -1.603 19.929 18.627
H: -1.838 17.625 18.787
H: -0.338 17.266 19.374
H: -0.932 18.010 16.477
H: 0.278 16.882 17.089
H: 0.833 21.100 18.616
H: 1.275 19.543 19.391
C: -1.060 9.360 18.392
C: -0.718 7.890 17.986
C: 0.110 7.828 16.727
S: 1.371 9.215 16.975
O: 1.642 9.829 15.662
O: 2.492 8.767 17.814
C: 0.213 10.241 18.040
H: -1.280 9.512 19.449
H: -1.840 9.785 17.760
H: -1.619 7.304 17.806
H: -0.125 7.268 18.656
H: -0.504 8.098 15.868
H: 0.683 6.914 16.571
H: 0.073 11.181 17.506
H: 0.844 10.597 18.854
C: 8.080 19.012 21.774
C: 7.885 17.719 22.519
C: 6.766 16.876 21.792
S: 7.041 17.235 19.945
O: 5.783 17.488 19.281
O: 7.909 16.227 19.321
C: 8.015 18.755 20.251
H: 9.030 19.525 21.921
H: 7.325 19.748 22.050
H: 7.712 17.928 23.574
H: 8.859 17.264 22.339
H: 5.771 17.299 21.935
H: 6.757 15.809 22.015
H: 7.437 19.508 19.716
H: 8.981 18.480 19.828
C: -0.190 18.826 25.223
C: -1.613 18.771 25.583
C: -2.371 17.900 24.608
S: -1.638 18.323 22.969
O: -2.462 19.292 22.296
O: -1.299 17.059 22.339
C: -0.209 19.173 23.755
H: 0.284 17.853 25.352
H: 0.403 19.527 25.810
H: -2.087 19.752 25.599
H: -1.764 18.395 26.595
H: -3.446 18.018 24.465
H: -2.061 16.873 24.795
H: -0.573 20.200 23.717
H: 0.695 18.983 23.177
C: 2.147 14.792 19.149
C: 1.406 13.956 20.174
C: 0.938 14.872 21.292
S: 2.285 16.222 21.446
O: 3.169 15.874 22.543
O: 1.638 17.465 21.227
C: 3.133 15.710 19.884
H: 1.420 15.293 18.509
H: 2.657 14.094 18.485
H: 2.102 13.235 20.603
H: 0.555 13.347 19.871
H: 0.754 14.445 22.278
H: 0.084 15.464 20.966
H: 4.030 15.154 20.156
H: 3.296 16.622 19.310



Formula: F6LiN3O12S6
Source: the Open Molecules 2025 dataset
Level of theory: ωB97M-V with the def2-TZVPD basis set

net charge	-2
energy relative to the best compared isomer or geometry (same formula, charge and spin)	18.5	kcal per mole
Kohn-Sham gap	9.54	eV
E_LUMO	4.83	eV
E	-4063.18684	Eh

Geometry (Å):
Li: -0.603 -0.268 -0.157
N: 0.471 -0.412 -1.833
S: -0.030 -1.198 -3.119
O: 0.786 -0.978 -4.291
O: -1.450 -1.369 -3.224
F: 0.418 -2.648 -2.616
S: -0.002 1.149 -2.290
O: -1.258 1.464 -1.679
O: 0.347 1.604 -3.586
F: 1.025 1.904 -1.364
N: -2.403 -0.904 0.331
S: -2.136 -2.056 1.612
O: -2.882 -3.243 1.344
O: -1.931 -1.563 2.936
F: -0.654 -2.404 1.145
S: -3.247 0.174 1.129
O: -2.378 1.213 1.640
O: -4.408 -0.283 1.842
F: -3.883 0.929 -0.158
N: 3.008 0.325 0.637
S: 1.935 0.174 1.900
O: 0.536 0.243 1.528
O: 2.376 0.656 3.166
F: 2.069 -1.421 2.128
S: 3.405 1.878 0.876
O: 4.503 2.108 1.794
O: 2.355 2.858 0.874
F: 4.033 2.069 -0.566



Formula: C13H10N4O6SeV
Source: the Open Molecules 2025 dataset
Level of theory: ωB97M-V with the def2-TZVPD basis set

Kohn-Sham gap (spin up / spin down)	6.13 / 8.02	eV
E_LUMO (spin up / spin down)	-0.83 / -1.04	eV
multiplicity	4
E	-4517.32829	Eh

Geometry (Å):
V: -0.001 0.393 -0.024
O: -3.705 -3.852 1.531
C: -2.697 -4.373 0.856
O: -2.597 -5.553 0.639
C: -1.631 -3.438 0.376
C: -0.531 -3.871 -0.341
N: 0.217 -2.792 -0.625
N: -0.325 -1.680 -0.126
C: -1.445 -2.047 0.485
C: -2.228 -0.946 1.146
O: -3.280 -1.204 1.713
O: -1.680 0.206 1.045
H: -3.646 -2.858 1.616
H: -0.261 -4.865 -0.653
H: 1.095 -2.745 -1.117
Se: 0.329 0.117 -3.575
N: 0.147 0.834 -1.898
C: -0.016 2.191 -2.079
C: -0.200 3.103 -1.032
C: -0.387 4.435 -1.328
C: -0.384 4.883 -2.663
C: -0.202 4.006 -3.701
C: -0.017 2.631 -3.427
N: 0.162 1.701 -4.386
H: -0.220 2.815 0.024
H: -0.536 5.143 -0.523
H: -0.530 5.934 -2.870
H: -0.198 4.333 -4.731
C: 3.922 0.877 1.822
O: 3.184 0.430 0.663
C: 1.877 0.520 0.736
O: 1.274 0.949 1.730
H: 4.969 0.763 1.562
H: 3.669 0.264 2.684
H: 3.687 1.917 2.037



Formula: C8H7IN2
Source: the Open Molecules 2025 dataset
Level of theory: ωB97M-V with the def2-TZVPD basis set

energy relative to the best compared isomer or geometry (same formula, charge and spin)	0.0	kcal per mole
Kohn-Sham gap (spin up / spin down)	8.05 / 8.05	eV
E_LUMO (spin up / spin down)	-0.45 / -0.45	eV
E	-716.10923	Eh

Geometry (Å):
C: -1.957 0.502 1.239
C: -1.058 0.993 2.180
C: -1.522 0.065 0.000
C: 0.303 1.067 1.917
C: -0.165 0.145 -0.261
C: 0.748 0.640 0.682
C: 0.645 -0.207 -1.403
C: 2.109 0.556 0.053
N: 1.889 -0.004 -1.268
N: -0.675 -3.148 -3.358
I: -0.215 -1.251 -3.248
H: -3.007 0.465 1.479
H: -1.429 1.323 3.139
H: -2.206 -0.329 -0.738
H: 0.988 1.447 2.660
H: 2.613 1.521 -0.031
H: 2.781 -0.118 0.595
H: 0.157 -3.666 -3.637



Formula: C3H11N2O
Source: the Open Molecules 2025 dataset
Level of theory: ωB97M-V with the def2-TZVPD basis set

net charge	+1
energy relative to the best compared isomer or geometry (same formula, charge and spin)	41.6	kcal per mole
Kohn-Sham gap	11.41	eV
E_LUMO	-3.62	eV
E	-305.38640	Eh

Geometry (Å):
C: 1.783 2.439 -1.103
C: 0.682 2.041 -0.130
N: -1.110 -1.259 -0.223
C: -0.805 -0.035 0.110
N: 0.078 0.689 -0.496
H: 1.785 3.559 -1.183
H: 1.624 1.844 -2.045
H: 2.811 2.267 -0.728
H: 0.064 2.896 -0.128
H: 1.013 1.864 0.903
H: -1.463 -1.968 0.522
H: -0.376 -1.657 -0.835
H: -1.327 0.625 0.813
H: 0.598 0.132 -1.146
H: -2.348 -4.949 1.771
H: -1.060 -4.332 1.856
O: -1.949 -4.154 2.040



Formula: C2H10NO
Source: the Open Molecules 2025 dataset
Level of theory: ωB97M-V with the def2-TZVPD basis set

net charge	+1
energy relative to the best compared isomer or geometry (same formula, charge and spin)	12.5	kcal per mole
Kohn-Sham gap	12.88	eV
E_LUMO	-3.37	eV
E	-211.93843	Eh

Geometry (Å):
O: -1.069 2.240 0.113
H: -1.087 3.013 -0.464
H: 0.378 0.699 0.387
H: -0.980 2.558 1.015
C: 1.276 -1.143 0.566
N: 0.493 -0.126 -0.193
C: -0.809 -0.633 -0.617
H: 0.869 -1.310 1.565
H: 1.174 -2.120 0.102
H: 2.324 -0.887 0.696
H: 1.048 0.078 -1.013
H: -0.688 -1.628 -1.041
H: -1.391 -0.030 -1.309
H: -1.537 -0.711 0.192